(1)
94
Properties=species:S:1:pos:R:3 method="wB97M-V/def2-TZVPD" homo_ev=-1.193 total_charge=-2 relative_energy_ev=0.491 gap_ev=4.57
Rb 0.48 -0.17 -0.57
Cl 1.57 5.95 -6.12
C 1.57 4.52 -5.09
C 2.77 3.83 -4.88
C 2.79 2.72 -4.08
C 1.61 2.20 -3.42
O 1.66 1.19 -2.69
C 0.41 2.96 -3.66
C -0.87 2.64 -3.04
O -1.08 1.81 -2.18
C 0.42 4.09 -4.50
H 3.68 4.18 -5.35
H 3.72 2.18 -3.91
H -1.71 3.26 -3.42
H -0.51 4.63 -4.66
C -1.20 -4.66 1.77
C -1.38 -4.12 0.35
C -0.44 -4.72 -0.67
C -0.86 -5.80 -1.44
C -0.05 -6.34 -2.42
C 1.21 -5.80 -2.65
C 1.66 -4.72 -1.89
C 3.02 -4.12 -2.16
C 4.12 -4.71 -1.28
C 0.84 -4.20 -0.88
N 1.28 -3.08 -0.15
C 1.85 -3.28 0.98
C 2.36 -2.26 1.86
C 2.85 -2.50 3.16
C 3.17 -1.24 3.68
C 2.87 -0.32 2.65
N 2.39 -0.93 1.56
H -1.95 -4.22 2.43
H -0.21 -4.41 2.17
H -1.31 -5.74 1.80
H -1.26 -3.03 0.36
H -2.40 -4.31 0.03
H -1.86 -6.19 -1.28
H -0.40 -7.17 -3.02
H 1.84 -6.19 -3.43
H 2.97 -3.04 -1.99
H 3.28 -4.27 -3.21
H 3.92 -4.51 -0.22
H 5.09 -4.28 -1.52
H 4.18 -5.79 -1.41
H 1.98 -4.31 1.35
H 2.94 -3.46 3.64
H 3.58 -1.01 4.65
H 3.02 0.75 2.67
S -1.38 -1.07 4.65
C -2.67 -0.42 3.72
C -2.30 -0.34 2.42
N -1.02 -0.76 2.15
C -0.42 -1.16 3.22
H -3.62 -0.16 4.16
H -2.92 0.01 1.60
H 0.59 -1.55 3.25
C -5.47 -5.21 0.40
C -5.30 -4.97 -0.95
C -4.83 -3.74 -1.40
C -4.51 -2.70 -0.51
C -4.71 -2.97 0.85
C -5.18 -4.19 1.30
Si -3.59 -1.07 -1.03
C -4.46 -0.72 -2.72
C -5.60 0.08 -2.87
C -6.16 0.33 -4.12
C -5.60 -0.21 -5.27
C -4.46 -1.01 -5.15
C -3.90 -1.24 -3.90
H -5.83 -6.17 0.75
H -5.53 -5.75 -1.67
H -4.70 -3.58 -2.46
H -4.46 -2.21 1.58
H -5.30 -4.36 2.37
H -4.47 -0.14 -0.18
H -6.05 0.50 -1.99
H -7.04 0.97 -4.20
H -6.03 -0.02 -6.24
H -4.01 -1.44 -6.03
H -2.99 -1.83 -3.83
Se 0.14 2.22 3.15
N 0.42 2.20 1.42
C 0.83 3.41 1.07
C 1.16 3.77 -0.27
C 1.56 5.04 -0.51
C 1.66 6.01 0.55
C 1.36 5.70 1.84
C 0.93 4.37 2.14
N 0.59 3.93 3.34
H 1.09 3.03 -1.05
H 1.81 5.34 -1.52
H 1.99 7.01 0.31
H 1.44 6.43 2.63

(2)
14
Properties=species:S:1:pos:R:3 method="wB97M-V/def2-TZVPD" homo_ev=-9.825 total_charge=0 relative_energy_ev=1.626 gap_ev=10.80
O 0.27 -0.26 -2.00
C 0.55 -0.60 -0.67
C 0.73 0.76 0.14
C -0.56 0.83 0.98
O -1.46 -0.09 0.40
C -0.67 -1.20 0.03
H 0.23 0.68 -1.81
H 1.43 -1.25 -0.64
H 0.82 1.68 -0.48
H 1.65 0.74 0.72
H -1.06 1.80 0.99
H -0.34 0.54 2.02
H -0.32 -1.75 0.92
H -1.28 -1.86 -0.60

(3)
60
Properties=species:S:1:pos:R:3 method="wB97M-V/def2-TZVPD" homo_ev=-9.048 total_charge=0 relative_energy_ev=0.431 gap_ev=9.73
C 0.37 -0.49 -0.14
O -0.56 -1.25 0.13
N 1.64 -0.89 -0.35
N 0.20 0.86 -0.22
H 2.02 -1.78 -0.07
H 2.33 -0.20 -0.57
H 0.97 1.52 -0.22
H -0.73 1.25 -0.29
C -3.77 -1.84 -0.87
O -3.23 -0.91 -1.50
N -5.05 -2.21 -1.03
N -3.09 -2.55 0.09
H -5.55 -1.87 -1.83
H -5.38 -2.95 -0.44
H -3.56 -3.33 0.50
H -2.12 -2.28 0.20
C -3.16 2.59 -1.09
O -3.29 3.79 -0.82
N -3.03 1.59 -0.20
N -3.26 2.16 -2.37
H -3.14 1.82 0.78
H -2.94 0.62 -0.47
H -3.29 1.16 -2.49
H -3.52 2.81 -3.09
C -0.90 1.67 4.85
C 0.03 2.67 4.13
C 0.19 2.23 2.68
O -0.51 4.00 4.23
H -1.95 1.70 4.55
H -0.96 1.99 5.90
H -0.57 0.64 4.75
H 0.95 2.68 4.72
H 0.68 3.10 2.23
H -0.70 1.99 2.11
H 0.75 1.29 2.67
H -0.41 4.26 5.15
C 4.01 1.87 -1.72
C 2.97 2.99 -1.57
C 1.88 2.84 -2.61
O 2.44 2.95 -0.24
H 4.72 1.74 -0.90
H 4.60 2.03 -2.63
H 3.51 0.90 -1.80
H 3.50 3.94 -1.64
H 2.30 2.88 -3.62
H 1.15 3.65 -2.54
H 1.36 1.89 -2.54
H 2.14 3.81 0.06
C 2.65 -5.31 -1.44
C 1.75 -4.20 -0.87
C 0.33 -4.73 -0.64
O 2.28 -3.82 0.42
H 2.42 -6.27 -0.97
H 3.71 -5.07 -1.33
H 2.47 -5.43 -2.51
H 1.92 -3.34 -1.51
H -0.42 -3.94 -0.61
H 0.20 -5.21 0.33
H 0.02 -5.39 -1.45
H 2.66 -4.64 0.75

(4)
100
Properties=species:S:1:pos:R:3 method="wB97M-V/def2-TZVPD" homo_ev="-6.622 / -6.648" total_charge=0 spin_multiplicity=7 gap_ev="6.37 / 6.77"
Eu -0.28 -0.09 0.36
C -2.22 -1.70 1.44
C -1.95 -1.37 2.80
C -0.72 -1.93 3.16
C -0.20 -2.64 2.06
C -1.12 -2.52 0.98
C -1.17 -3.51 -0.16
C 0.95 -3.60 2.08
C -0.07 -1.88 4.52
C -2.95 -0.71 3.70
C -3.63 -1.78 0.91
H -1.98 -3.29 -0.86
H -1.36 -4.52 0.23
H -0.23 -3.56 -0.72
H 0.61 -4.59 2.37
H 1.71 -3.30 2.81
H 1.42 -3.68 1.10
H -0.19 -2.83 5.04
H -0.52 -1.11 5.15
H 1.00 -1.69 4.44
H -3.79 -1.38 3.88
H -3.35 0.20 3.24
H -2.53 -0.44 4.66
H -3.68 -1.98 -0.15
H -4.18 -0.85 1.11
H -4.17 -2.58 1.42
C 6.11 -0.02 -5.36
C 5.12 -0.50 -4.34
C 3.86 -0.93 -4.72
C 2.94 -1.33 -3.77
C 3.27 -1.31 -2.43
C 4.53 -0.90 -2.03
C 5.45 -0.51 -2.99
S 1.99 -1.85 -1.28
O 0.73 -1.55 -1.97
O 2.24 -3.25 -1.02
N 1.91 -0.92 -0.01
C 2.62 -1.04 1.14
C 3.78 -1.81 1.31
C 4.43 -1.77 2.52
C 3.94 -0.96 3.53
C 2.76 -0.27 3.29
N 2.09 -0.32 2.15
H 5.67 -0.01 -6.35
H 6.99 -0.65 -5.38
H 6.42 0.99 -5.12
H 3.59 -0.93 -5.77
H 1.95 -1.65 -4.05
H 4.79 -0.86 -0.99
H 6.43 -0.19 -2.67
H 4.10 -2.47 0.51
H 5.32 -2.37 2.68
H 4.43 -0.89 4.49
H 2.33 0.35 4.07
N -0.37 1.12 2.71
C -1.35 2.06 3.04
C -1.76 2.35 4.32
C -2.69 3.35 4.58
C -3.20 4.12 3.57
C -2.84 3.84 2.23
C -3.30 4.60 1.13
C -2.91 4.24 -0.13
C -2.14 3.08 -0.30
N -1.69 2.35 0.70
C -1.96 2.76 1.96
H -0.04 0.60 3.52
H 0.42 1.55 2.21
H -1.34 1.79 5.15
H -2.99 3.54 5.60
H -3.86 4.95 3.78
H -3.95 5.45 1.30
H -3.19 4.82 -0.99
H -1.88 2.74 -1.29
C 0.49 3.38 -2.87
C 1.00 2.29 -1.92
C 2.43 1.88 -2.25
O 0.12 1.15 -1.94
C 1.05 2.80 -0.42
O 1.14 3.99 -0.21
O 1.04 1.86 0.43
H 1.04 3.39 -3.81
H 0.61 4.34 -2.38
H -0.57 3.21 -3.08
H 2.49 1.48 -3.27
H 2.75 1.10 -1.55
H 3.10 2.73 -2.16
H 0.48 0.50 -2.56
N -5.46 -1.04 -4.13
C -4.47 -0.78 -3.24
C -3.22 -1.40 -3.32
C -2.23 -1.05 -2.43
N -2.38 -0.16 -1.44
C -3.57 0.43 -1.36
C -4.62 0.18 -2.23
H -5.39 -1.85 -4.72
H -6.38 -0.66 -3.97
H -3.03 -2.15 -4.06
H -1.26 -1.53 -2.51
H -3.71 1.14 -0.56
H -5.55 0.71 -2.12

(5)
14
Properties=species:S:1:pos:R:3 method="wB97M-V/def2-TZVPD" homo_ev=-7.773 total_charge=0 relative_energy_ev=1.237 gap_ev=8.91
C 0.72 -0.21 0.07
C 0.28 -1.49 0.09
C -1.55 -0.21 -0.46
C -0.47 0.66 -0.20
H 2.61 -0.59 0.53
H 2.36 0.76 -0.33
H 0.74 -2.45 0.50
H -1.56 -2.35 -0.52
H -2.49 0.13 -0.82
H -1.08 2.67 -0.35
H -0.17 2.36 1.07
N 2.00 0.26 0.44
N -1.10 -1.58 -0.14
N -0.32 2.04 0.11

(6)
14
Properties=species:S:1:pos:R:3 method="wB97M-V/def2-TZVPD" homo_ev="-7.267 / -7.265" total_charge=0 relative_energy_ev=5.826 gap_ev="7.48 / 7.48"
C 0.28 1.55 -1.09
C 0.78 -0.81 -0.49
C 0.25 -0.38 0.80
O -0.35 1.00 0.66
C -0.92 -1.27 1.17
O -2.05 -1.02 0.79
H 1.36 1.65 -1.03
H -0.26 2.47 -0.87
H -0.07 1.02 -1.97
H 1.83 -1.10 -0.56
H 0.11 -1.37 -1.16
H 1.01 -0.32 1.58
H -1.29 0.78 0.47
H -0.67 -2.20 1.71

(7)
13
Properties=species:S:1:pos:R:3 method="wB97M-V/def2-TZVPD" homo_ev=-15.335 total_charge=+1 relative_energy_ev=1.343 gap_ev=11.79
C 0.00 -0.12 -1.14
C 1.14 0.49 -0.34
C -0.07 -0.26 1.38
N -1.08 -0.40 -0.12
O 1.12 -0.29 0.81
Br -0.62 1.39 2.17
H -0.22 0.65 -1.83
H 0.27 -1.07 -1.53
H 2.11 0.50 -0.88
H 0.97 1.45 -0.12
H -0.42 -1.28 1.83
H -1.76 0.29 -0.19
H -1.44 -1.35 -0.05

(8)
23
Properties=species:S:1:pos:R:3 method="wB97M-V/def2-TZVPD" homo_ev=-7.969 total_charge=0 relative_energy_ev=0.000 gap_ev=8.12
B -1.15 3.42 -0.32
C -0.11 0.53 -1.51
C -1.26 -0.21 0.49
C 0.82 -0.49 -1.45
C -0.45 -1.35 0.53
C -1.10 0.73 -0.52
C 0.63 -1.48 -0.46
C 1.48 -3.42 0.62
C -1.96 2.00 -0.64
O -1.41 4.12 0.81
O -0.12 3.65 -1.18
O 1.60 -2.45 -0.38
F -3.12 1.96 -0.06
H 0.00 1.43 -2.05
H -1.96 -0.10 1.30
H 1.47 -0.66 -2.31
H -0.84 -2.24 1.11
H 2.42 -3.85 0.47
H 0.75 -4.19 0.48
H 1.42 -3.05 1.67
H -2.20 2.34 -1.85
H -0.92 4.94 0.98
H 0.26 4.58 -1.23

no.,F_max (eV/A)
1,0.33
2,1.74
3,2.49
4,1.51
5,5.79
6,0.69
7,4.29
8,6.09